44
Properties=species:S:1:pos:R:3:forces:R:3 method="wB97M-V/def2-TZVPD" gap_ev=2.26 lumo_energy_ev=-2.88 molar_mass_g_mol=409.4 charge=0
C -2.452136 -0.529881 3.024525 -0.307 -0.258 -0.209
N -2.024087 0.237169 1.836336 0.204 -0.453 -0.435
C -0.744837 0.092309 1.398472 -0.639 -0.108 0.340
C -0.258058 0.755567 0.294026 -0.385 -0.501 0.100
C -1.098595 1.635562 -0.380345 0.750 0.946 0.064
C -2.363572 1.858978 0.145604 -1.677 -0.567 1.474
C -2.847185 1.097961 1.205937 0.916 0.964 -0.801
C -0.541623 2.535382 -1.395440 0.883 -0.706 0.288
C -0.628226 3.919847 -1.280961 -0.914 0.575 -0.864
C -0.016009 4.709784 -2.219310 0.734 0.512 -0.298
N 0.678714 4.186255 -3.256739 -0.063 -0.943 -0.509
C 0.765988 2.831208 -3.397018 0.648 0.775 0.466
C 0.292299 2.024514 -2.411271 -0.329 -0.703 -0.155
C 1.211193 4.991183 -4.365034 -0.882 0.824 -0.159
H -1.826780 -1.410597 3.172343 0.559 0.387 -0.043
H -3.443004 -0.954938 2.868067 -0.174 0.468 -0.099
H -2.427720 0.151856 3.870106 -0.037 -0.215 0.197
H -0.145307 -0.537667 2.016062 0.810 -0.568 0.346
H 0.792687 0.559777 0.109355 0.008 0.034 -0.132
H -3.071748 2.626455 -0.137781 0.297 0.030 -0.703
H -3.841577 1.303080 1.571507 0.003 -0.431 0.289
H -1.312463 4.378610 -0.581056 0.372 0.069 0.313
H 0.061840 5.788561 -2.199502 -0.488 0.019 0.305
H 1.312837 2.566221 -4.289513 -0.039 -0.639 0.175
H 0.471332 0.957579 -2.441874 -0.086 -0.015 -0.216
H 2.282840 5.176786 -4.379034 0.031 -0.163 0.603
H 0.654494 5.927274 -4.332695 0.357 0.173 -0.103
H 0.958307 4.537394 -5.321967 -0.104 -0.247 0.151
Cu 2.885838 -1.745289 2.992443 -1.263 -0.986 -0.888
Cu 1.001932 -2.819441 1.427312 0.154 -0.432 -0.441
C -0.980451 -4.917342 -0.459101 -0.125 -0.158 0.877
O -0.555917 -3.642594 -0.194928 0.816 0.949 0.200
H -0.285743 -5.600067 -0.978863 0.452 0.161 0.135
H -1.258770 -5.383116 0.502831 -0.085 -0.554 -0.167
H -1.884671 -4.997044 -1.094032 -0.213 0.448 -0.012
C 3.097444 -5.304275 1.902304 -0.444 -0.226 0.004
O 3.042757 -3.935476 2.017859 -0.670 1.367 -0.121
H 4.110801 -5.724327 1.785860 0.256 0.264 0.080
H 2.646427 -5.849497 2.748517 -0.007 0.046 0.188
H 2.552328 -5.671813 1.017234 -0.052 0.043 -0.124
O 0.679770 -2.128483 3.616364 0.727 0.636 -1.276
H 0.134792 -2.104185 4.400080 0.101 -0.164 0.253
O 2.114829 -0.857853 1.065328 -0.715 -0.139 1.026
H 2.259030 -0.735427 0.127991 0.618 -0.516 -0.119